C4H8ClN2 | ωB97M-V/def2-TZVPD

The HOMO-LUMO gap is 0.34688 Eh. The total energy is -726.584775 Eh. The HOMO energy comes out at -14.36 eV. The total charge is +1. The value obtained for the LUMO energy is -4.922 eV. As for the structure (SMILES): [H]/N=C/C/[N+](C)=C/Cl.

Last column: Löwdin charge in e.
Cartesian coordinates (Å):
H 2.71506 1.07682 -0.22943  0.089
N 1.81437 0.62046 -0.20257  0.116
C 1.46121 0.04917 0.86850  -0.201
C 0.18498 -0.73159 0.87525  -0.131
N -0.62748 -0.29232 -0.26106  -0.137
C -0.71974 1.18423 -0.28683  -0.040
C -1.30004 -1.08850 -1.04227  -0.465
Cl -2.17190 -0.66350 -2.39142  0.868
H 2.03215 -0.16357 1.88044  0.169
H 0.44781 -1.71891 0.74232  0.105
H -0.23331 -0.81799 1.90525  0.162
H 0.10017 1.48297 -0.88889  0.059
H -0.64085 1.61374 0.77811  0.142
H -1.70827 1.62013 -0.83754  0.143
H -1.35417 -2.17114 -0.90987  0.120

Cartesian forces, eV/Å:
H 0.4 0.0 0.4
N 0.2 -0.5 0.9
C 1.8 -0.8 1.2
C -0.1 0.6 0.7
N -2.3 0.1 0.3
C -3.3 1.9 -0.6
C 0.8 0.0 0.7
Cl -0.1 0.7 0.0
H -0.6 0.9 -2.0
H 0.8 -2.4 -0.8
H -0.7 1.0 -0.9
H 0.5 0.7 -0.2
H -0.2 -0.9 -1.8
H 2.1 -1.5 1.6
H 0.6 0.3 0.5

C34H31Cl3IN6OPRuS2Si | ωB97M-V/def2-TZVPD

The HOMO-LUMO gap (spin up / spin down) is 0.22600 / 0.21076 Eh. The total energy is -4918.339968 Eh. The multiplicity is 2. The HOMO energy (spin up / spin down) comes out at -10.10 / -10.12 eV. The total charge is +1. The value obtained for the LUMO energy (spin up / spin down) is -3.948 / -4.386 eV. Its expectation value of S² is 1.1222.

Last column: Mulliken spin population.
Cartesian coordinates (Å):
Ru 0.01590 0.17920 0.61750  0.669
C -2.88820 3.56720 3.73690  0.000
S -3.63760 2.06600 3.03360  -0.009
C -2.46480 1.44700 1.91960  -0.010
S -0.75080 1.92120 1.96380  0.021
N -2.88490 0.53900 1.09760  -0.013
N -2.01670 -0.11260 0.38610  -0.025
C -2.33140 -1.21360 -0.31010  0.091
C -1.28630 -1.92480 -0.90890  -0.020
C -1.44950 -3.14260 -1.62130  0.018
C -0.37020 -3.74970 -2.19970  -0.004
C 0.89760 -3.14940 -2.08470  0.024
C 1.01180 -1.97950 -1.36690  0.010
N -0.02270 -1.38020 -0.78690  -0.010
H -2.94690 3.49190 4.81790  -0.001
H -3.47120 4.42240 3.40530  -0.001
H -1.85960 3.65530 3.40790  -0.001
H -3.36660 -1.52420 -0.36130  -0.010
H -2.44180 -3.56220 -1.69640  0.000
H -0.47880 -4.67330 -2.74820  0.000
H 1.76960 -3.58600 -2.53990  0.000
H 1.98210 -1.51220 -1.23330  0.004
I 2.33880 1.56110 -1.48400  0.085
C 1.88220 1.52340 -3.58300  -0.001
C 2.83310 1.00050 -4.41920  0.004
C 2.71760 1.17350 -5.80620  -0.004
C 1.71060 1.94350 -6.31590  0.006
C 0.71810 2.48700 -5.47270  0.000
C -0.28840 3.32470 -5.99270  0.002
C -1.25140 3.84420 -5.17320  -0.002
C -1.30480 3.45060 -3.83560  0.003
C -0.36110 2.60720 -3.28990  -0.009
P -0.85560 1.88790 -1.65250  0.017
C -2.38050 1.16260 -2.38370  0.016
C -3.64440 1.73670 -2.41230  -0.008
C -4.65780 1.13020 -3.13390  0.001
C -4.42110 -0.04010 -3.83680  -0.001
C -3.16120 -0.61540 -3.81610  -0.001
C -2.14740 -0.01640 -3.09350  -0.012
C -1.26380 3.47430 -0.85570  -0.007
C -0.30310 4.48460 -0.93010  -0.003
C -0.52030 5.69750 -0.30420  0.001
C -1.70410 5.91790 0.38160  -0.001
C -2.65380 4.91470 0.46650  0.001
C -2.42850 3.68440 -0.12450  0.013
C 0.73890 2.19370 -4.07260  0.000
H 3.69430 0.49030 -4.01420  0.000
H 3.46350 0.74840 -6.45950  0.000
H 1.66020 2.16320 -7.37280  0.000
H -0.27950 3.54940 -7.04940  0.000
H -2.00860 4.51010 -5.55590  0.000
H -2.12470 3.80040 -3.22700  -0.001
H -3.84300 2.67570 -1.91640  -0.001
H -5.63690 1.58310 -3.14830  0.000
H -5.21230 -0.49400 -4.41180  0.000
H -2.96510 -1.52130 -4.36850  0.000
H -1.15240 -0.44540 -3.10460  -0.008
H 0.61330 4.31390 -1.47970  0.002
H 0.23450 6.46960 -0.34090  0.000
H -1.88450 6.86660 0.86290  0.000
H -3.57530 5.08740 0.99920  0.000
H -3.14940 2.88950 -0.00400  0.003
C -1.33190 -5.50390 2.87250  0.000
N -0.96700 -4.11690 2.76380  0.000
C -1.68880 -3.10590 3.49710  0.000
C -1.15520 -1.82740 2.84900  0.019
O -1.45980 -0.68710 3.11590  -0.007
N -0.25270 -2.18370 1.89900  0.001
C -0.13810 -3.50900 1.89990  0.003
N 0.72350 -4.14150 1.09810  0.002
H -1.41620 -5.77220 3.92520  0.000
H -0.59020 -6.14400 2.40440  0.000
H -2.29830 -5.67830 2.39090  0.000
H -1.43630 -3.13780 4.56160  0.000
H -2.77370 -3.18660 3.38720  0.001
H 1.47140 -3.56730 0.72850  -0.001
H 0.93640 -5.11080 1.27030  0.001
Cl 3.05920 -1.69150 1.28820  0.021
Si 2.03440 0.04850 1.91610  0.116
Cl 1.73420 -0.29040 3.91510  -0.005
Cl 3.49990 1.51850 1.76560  0.022

Cartesian forces, eV/Å:
Ru -0.6 -0.1 -0.8
C -0.2 -0.3 -0.1
S 0.0 0.1 -0.4
C 2.1 0.5 0.2
S -0.3 0.0 0.4
N -2.9 -0.2 0.1
N 1.3 -2.5 -1.1
C -1.2 2.8 2.2
C 2.6 -1.3 -1.4
C -0.6 1.2 0.8
C 1.2 0.2 -0.2
C -0.9 -0.4 -0.2
C 0.3 0.1 -0.1
N -0.9 -0.7 -0.2
H 0.1 -0.1 0.1
H 0.1 0.0 0.0
H 0.1 0.1 0.1
H -0.1 0.0 0.0
H -0.1 0.0 0.0
H -0.1 -0.1 0.0
H 0.1 -0.1 -0.1
H -0.2 0.0 0.0
I 0.5 -0.1 -0.6
C 0.4 -0.3 0.5
C -0.1 0.0 0.5
C -0.2 0.2 -0.4
C 0.2 -0.1 0.1
C 0.0 -0.1 0.3
C -0.1 0.0 0.1
C 0.1 -0.1 -0.3
C 0.3 -0.1 0.2
C 0.1 0.1 0.0
P -0.7 0.4 0.3
C 0.2 0.0 0.2
C 0.1 0.0 0.0
C -0.1 -0.1 0.0
C -0.1 0.0 0.0
C 0.0 0.0 0.0
C 0.0 0.2 0.0
C -0.1 -0.1 0.0
C -0.1 -0.2 0.0
C 0.1 0.0 0.1
C 0.0 0.0 0.1
C -0.1 0.1 0.0
C 0.1 0.0 -0.2
C -0.1 0.1 -0.3
H 0.1 0.0 0.0
H 0.1 0.0 0.0
H 0.0 0.0 -0.1
H 0.0 0.0 -0.1
H -0.1 0.1 -0.1
H -0.1 0.0 0.0
H 0.0 0.0 0.0
H -0.1 0.0 0.0
H -0.1 -0.1 0.0
H 0.0 -0.1 -0.1
H 0.1 0.0 0.0
H 0.0 0.1 0.0
H 0.0 0.0 -0.1
H 0.0 0.1 0.0
H -0.1 0.0 0.1
H -0.1 0.1 0.0
C -0.1 -0.2 -0.1
N 0.1 -0.1 0.0
C -0.1 0.4 0.2
C -0.4 0.1 0.6
O -0.1 -0.7 0.3
N 0.6 1.1 -0.5
C -0.1 0.2 0.1
N 0.0 -0.2 0.0
H 0.1 -0.1 0.0
H 0.1 -0.1 0.0
H 0.0 -0.1 0.0
H -0.1 0.1 -0.1
H 0.1 0.0 0.0
H -0.1 -0.1 0.1
H 0.0 0.1 0.0
Cl 0.2 0.0 0.0
Si 0.0 0.0 -0.1
Cl 0.0 0.1 0.0
Cl -0.3 -0.1 0.1

C47H41N6O3S2SbTeW | ωB97M-V/def2-TZVPD

The HOMO-LUMO gap (spin up / spin down) is 0.14292 / 0.14601 Eh. The total energy is -3741.481210 Eh. The HOMO energy (spin up / spin down) comes out at -7.13 / -7.13 eV. The total charge is 0. The value obtained for the LUMO energy (spin up / spin down) is -3.237 / -3.153 eV.

Last column: Löwdin charge in e.
Cartesian coordinates (Å):
W 1.24283 -1.07108 -0.42749  1.001
C 3.23550 -1.97677 -1.30886  -0.373
C 3.58923 -1.56312 0.00269  -0.290
C 3.45200 -0.15336 0.07855  -0.278
C 2.98411 0.32795 -1.17252  -0.319
C 2.83482 -0.79754 -2.03846  -0.384
C 2.59492 -0.70514 -3.50868  -0.039
C 3.04530 1.74817 -1.61312  -0.018
C 3.93952 0.67368 1.21004  -0.011
C 4.27906 -2.38007 1.04499  -0.008
C 3.60029 -3.28967 -1.91621  -0.073
H 2.26163 -1.65356 -3.91707  0.047
H 3.52530 -0.41581 -4.00537  0.105
H 1.83205 0.03615 -3.73844  0.074
H 2.86139 2.44769 -0.79852  0.069
H 2.33785 1.95802 -2.41162  0.052
H 4.04929 1.94486 -1.99707  0.113
H 3.63938 0.27105 2.17564  0.095
H 3.59394 1.70174 1.15123  0.075
H 5.03281 0.68691 1.18462  0.113
H 3.79549 -2.30344 2.02009  0.096
H 5.30023 -2.01077 1.15871  0.103
H 4.33460 -3.43056 0.76645  0.082
H 3.09785 -3.44635 -2.86812  0.045
H 3.36102 -4.13552 -1.27159  0.074
H 4.67721 -3.29750 -2.09785  0.108
N 1.05262 0.20899 1.22390  -0.016
C 0.93636 1.13933 1.90335  -0.171
C 0.81112 2.24414 2.72049  -0.253
C -0.43798 2.91590 2.88847  -0.199
N -1.43786 3.47423 3.03170  0.210
C 1.99729 2.72370 3.36029  -0.241
N 2.98266 3.10555 3.82597  0.145
Te 0.28922 -3.10975 -1.98247  1.127
C -1.78045 -2.95212 -2.40400  -0.608
C -2.41276 -1.80138 -2.86360  -0.187
C -3.76877 -1.83005 -3.16747  -0.080
C -4.49375 -3.00677 -3.02400  -0.082
C -3.85579 -4.15926 -2.58808  -0.080
C -2.50043 -4.13625 -2.28002  -0.171
H -1.86410 -0.87673 -3.00021  0.029
H -4.25206 -0.92838 -3.52553  0.103
H -5.55119 -3.02623 -3.25620  0.105
H -4.41082 -5.08354 -2.48077  0.108
H -2.00519 -5.03814 -1.93634  0.083
O -4.36636 -5.19237 6.87923  -0.354
S -3.16802 -4.43045 7.18057  0.386
O -3.20424 -3.04590 6.75380  -0.369
O -2.60482 -4.65254 8.49589  -0.351
C -1.94928 -5.20525 6.06789  -0.301
N -1.63553 -6.50583 6.27940  0.137
C -0.78296 -7.05833 5.43678  -0.112
C -0.21144 -6.36354 4.37409  -0.002
C -0.59494 -5.05090 4.23925  -0.243
N -1.45214 -4.47018 5.06397  0.156
C -0.12264 -4.15807 3.15099  -0.096
C 0.93390 -4.46015 2.29859  0.027
C 1.27828 -3.57821 1.30702  -0.170
N 0.65060 -2.40858 1.10780  -0.184
C -0.38370 -2.12908 1.91895  -0.098
C -0.78041 -2.95536 2.93936  0.048
H -0.54771 -8.10488 5.60575  0.111
H 0.47025 -6.85326 3.68839  0.101
H 1.49284 -5.38125 2.39537  0.119
H 2.07148 -3.81713 0.62049  0.075
H -0.91876 -1.22210 1.70554  0.103
H -1.60684 -2.68660 3.58869  0.136
S -0.44196 0.13410 -1.20574  0.328
Sb -0.34122 2.92444 -0.92517  1.482
C 0.68012 4.78666 -1.09369  -0.370
C 1.25293 5.32653 0.06250  -0.135
C 2.02893 6.47616 -0.02267  -0.071
C 2.25441 7.06989 -1.25906  -0.076
C 1.69385 6.52605 -2.40887  -0.075
C 0.90925 5.37942 -2.33368  -0.112
C -1.14673 2.81642 -2.90818  -0.402
C -0.30342 2.55078 -3.99004  -0.164
C -0.81877 2.35690 -5.26552  -0.080
C -2.19199 2.41679 -5.47372  -0.080
C -3.03840 2.68414 -4.40675  -0.074
C -2.52044 2.88410 -3.13001  -0.106
C -2.10073 3.44941 0.12454  -0.414
C -3.09350 2.48448 0.30156  -0.154
C -4.25469 2.80773 0.99031  -0.074
C -4.41181 4.08066 1.52555  -0.074
C -3.41544 5.03386 1.36718  -0.089
C -2.25825 4.72386 0.66327  -0.149
H 1.08800 4.86358 1.03175  0.092
H 2.46442 6.89848 0.87493  0.111
H 2.87494 7.95514 -1.32692  0.107
H 1.86797 6.99287 -3.37112  0.107
H 0.46534 4.97001 -3.23324  0.086
H 0.77067 2.49951 -3.85212  0.079
H -0.15048 2.15433 -6.09412  0.106
H -2.59805 2.26133 -6.46603  0.106
H -4.10933 2.73708 -4.56470  0.108
H -3.19679 3.09631 -2.31136  0.091
H -2.96473 1.47924 -0.08736  0.080
H -5.03124 2.06339 1.11762  0.109
H -5.31048 4.32551 2.07792  0.108
H -3.53086 6.01759 1.80512  0.109
H -1.48479 5.47396 0.54252  0.092

Cartesian forces, eV/Å:
W -1.6 2.2 -1.1
C 0.3 0.1 -0.1
C 0.2 0.0 -0.2
C 0.2 -0.1 -0.2
C 0.3 -0.2 -0.1
C 0.2 -0.1 0.2
C 0.0 0.0 -0.1
C -0.3 0.1 0.1
C -0.1 0.0 0.2
C -0.2 -0.1 0.1
C -0.2 -0.1 0.0
H 0.0 -0.1 0.0
H 0.0 0.0 0.0
H 0.0 0.0 0.0
H 0.0 0.0 0.0
H -0.1 0.0 -0.1
H 0.0 0.0 0.0
H 0.0 0.0 0.0
H 0.0 0.1 0.0
H 0.0 0.0 0.0
H 0.0 0.0 0.0
H 0.0 0.0 0.0
H 0.0 0.0 0.0
H 0.0 0.0 0.0
H 0.0 0.0 0.0
H 0.0 0.0 0.0
N 0.2 -0.6 0.0
C -0.3 0.9 0.6
C 0.2 0.1 0.1
C 0.2 -0.2 0.1
N 0.5 -0.3 0.3
C -0.1 0.0 -0.1
N -0.2 -0.1 -0.1
Te -0.1 -0.6 -0.2
C 0.0 0.2 0.0
C -0.1 -0.1 -0.1
C 0.1 0.0 0.0
C 0.0 0.0 0.0
C 0.0 0.0 0.0
C -0.1 0.1 0.0
H 0.0 -0.1 -0.1
H 0.0 0.0 0.0
H 0.0 0.0 0.0
H 0.0 0.0 0.0
H -0.1 0.0 0.0
O 0.2 0.0 -0.1
S -0.3 0.2 0.3
O 0.1 -0.1 -0.1
O 0.1 -0.1 -0.2
C 0.4 -0.3 -0.5
N -0.1 0.6 -0.1
C -0.1 0.1 0.1
C 0.2 -0.4 -0.1
C 0.0 0.3 -0.1
N -0.5 -0.3 0.8
C 0.0 -0.2 0.0
C 0.1 -0.1 0.0
C 0.1 -0.3 0.0
N 0.2 -0.7 0.6
C -0.2 0.1 0.1
C -0.3 0.2 0.1
H 0.0 0.0 0.0
H -0.1 0.0 0.1
H 0.0 0.0 0.0
H 0.1 0.0 -0.1
H -0.1 0.2 0.1
H 0.0 0.0 -0.1
S 1.4 -0.7 0.1
Sb -0.7 0.2 -0.5
C 0.4 -0.2 0.3
C 0.0 0.0 -0.2
C 0.0 0.0 0.0
C 0.0 -0.1 0.0
C 0.0 0.0 0.1
C 0.0 0.1 0.1
C 0.0 0.0 0.0
C -0.1 0.0 0.0
C 0.0 0.0 0.1
C 0.0 0.0 0.0
C 0.0 0.0 0.0
C 0.1 0.0 -0.1
C -0.1 0.1 0.0
C 0.1 0.1 0.1
C 0.0 0.0 0.0
C 0.1 0.0 -0.1
C 0.0 0.0 -0.2
C -0.2 0.0 -0.3
H 0.0 0.0 0.0
H 0.0 0.0 0.0
H 0.0 0.0 0.0
H 0.0 0.0 0.0
H 0.0 0.0 0.0
H 0.0 0.0 0.0
H 0.0 0.0 0.0
H 0.0 0.0 0.0
H 0.0 0.0 0.0
H 0.0 0.0 0.0
H 0.0 0.0 0.0
H 0.0 0.0 0.0
H 0.0 0.0 0.0
H 0.0 0.0 0.0
H 0.0 0.0 0.0

Calculated energy relative to the best compared isomer or geometry (same formula, charge and spin) in order - 68.2, 60.4, 23.8 kcal/mol